Record 1
A structure of composition C22H41BN7PPd at a distorted geometry. Source: the Open Molecules 2025 dataset; level of theory: ωB97M-V with the def2-TZVPD basis set.

XYZ file:
```
73
Properties=species:S:1:pos:R:3:forces:R:3
H -0.982 3.389 -0.872 0.1 -0.1 -0.2
N -0.276 1.869 -2.177 0.3 1.0 -0.2
B 0.514 0.663 -4.277 -0.3 0.2 1.2
N 0.379 1.923 -3.391 -0.3 0.5 0.6
C 0.602 3.206 -3.748 -0.7 -0.3 0.9
Pd -1.192 -0.703 -1.356 2.1 1.2 -0.7
H 1.068 3.409 -4.702 0.0 0.2 0.2
C 0.076 4.022 -2.748 0.0 -0.4 0.0
H 0.080 5.094 -2.714 0.0 0.1 0.0
C -0.468 3.143 -1.792 0.6 0.0 -1.2
H 1.018 0.895 -5.353 -0.4 -0.1 0.4
C -1.936 -2.669 -0.990 0.2 -1.8 -0.6
H -2.188 -2.765 0.063 -0.2 0.2 -0.1
H -1.076 -3.311 -1.257 -0.4 0.3 0.1
H -2.760 -2.835 -1.700 0.2 0.2 0.4
N -0.970 0.162 -4.344 -0.3 -0.8 0.3
N 1.334 -0.384 -3.476 -0.3 -1.0 0.8
N -1.696 -0.293 -3.244 -1.4 0.1 -2.2
N 0.800 -1.003 -2.351 0.7 0.1 -0.8
C -1.744 0.117 -5.454 -0.2 -0.2 1.6
C 2.530 -0.959 -3.776 -1.0 0.2 0.6
H -1.304 0.455 -6.395 -0.4 -0.3 0.4
H 3.074 -0.604 -4.650 -0.1 -0.2 0.4
C -3.007 -0.361 -5.075 -0.1 0.1 0.0
C 2.784 -1.954 -2.841 -0.6 0.2 0.3
C -2.939 -0.582 -3.692 1.1 -0.1 -0.9
C 1.657 -1.955 -1.979 1.0 0.3 -1.0
H -3.861 -0.526 -5.726 0.3 0.1 0.3
H 3.645 -2.597 -2.796 0.0 0.0 0.0
H -3.620 -1.053 -3.000 -0.3 0.2 -0.2
H 1.460 -2.605 -1.140 -0.1 0.0 0.0
H -1.617 0.875 -1.216 1.0 -0.5 -1.0
C 2.276 1.082 3.129 0.0 0.1 0.2
C 1.752 0.726 1.728 0.4 0.4 0.1
C 1.470 1.989 0.908 -0.3 0.3 -0.2
C 2.812 -0.069 0.948 0.1 -0.4 0.0
P 0.150 -0.235 1.874 1.3 0.6 2.5
N -0.169 -0.816 0.413 -1.5 -0.4 -2.2
C 0.342 -1.741 2.966 -0.1 -0.5 0.5
C 0.204 -1.319 4.439 0.0 0.0 0.3
C -0.720 -2.800 2.620 -0.3 0.0 0.0
C 1.705 -2.418 2.753 0.3 0.0 0.0
C -1.352 0.806 2.305 -0.5 0.3 -0.1
C -1.057 1.664 3.537 0.0 0.1 0.2
C -1.721 1.739 1.141 0.1 0.0 -0.6
C -2.547 -0.133 2.550 -0.1 -0.1 0.1
H 3.137 1.750 2.994 -0.2 -0.1 0.0
H 2.635 0.206 3.686 -0.1 0.3 -0.2
H 1.537 1.624 3.733 0.3 -0.2 -0.1
H 2.430 2.462 0.650 -0.3 -0.2 0.1
H 0.962 1.737 -0.035 0.2 0.2 0.2
H 0.884 2.734 1.459 0.1 -0.2 -0.1
H 3.287 -0.852 1.544 -0.2 0.2 -0.2
H 2.380 -0.509 0.042 0.3 0.1 0.1
H 3.610 0.627 0.653 -0.3 -0.1 0.0
H -0.816 -1.004 4.702 0.4 -0.1 -0.1
H 0.433 -2.203 5.051 -0.1 0.2 -0.2
H 0.923 -0.539 4.725 -0.3 -0.3 0.0
H -0.739 -2.992 1.540 0.0 -0.2 0.3
H -0.455 -3.729 3.145 0.0 0.3 -0.2
H -1.720 -2.522 2.964 0.2 -0.1 -0.2
H 1.880 -2.665 1.696 0.1 0.1 0.3
H 2.538 -1.830 3.154 -0.2 -0.1 -0.2
H 1.696 -3.361 3.320 -0.1 0.3 -0.2
H -0.312 2.442 3.321 -0.2 -0.2 0.1
H -1.998 2.172 3.788 0.2 -0.1 0.0
H -0.746 1.074 4.406 -0.1 0.3 -0.2
H -1.499 1.241 0.169 -0.2 0.6 0.7
H -2.800 1.943 1.148 0.3 0.0 0.1
H -1.177 2.691 1.162 -0.2 -0.4 0.0
H -2.700 -0.830 1.711 0.0 0.2 0.3
H -2.449 -0.691 3.488 -0.1 0.1 -0.3
H -3.448 0.490 2.640 0.3 -0.2 0.0
```
Forces are in eV/Å.

F_max = 0.056 hartree/bohr
Frontier orbital gap (spin up / spin down) = 0.2633 / 0.1648 Ha
Net charge = +2
Calculated total energy = -47334.103 eV
Spin multiplicity = 5

***

Record 2
A structure of composition C22H41BN7PV at a distorted geometry. Source: the Open Molecules 2025 dataset; level of theory: ωB97M-V with the def2-TZVPD basis set.

XYZ file:
```
73
Properties=species:S:1:pos:R:3:forces:R:3
C -2.827 -1.019 -0.863 -0.9 -1.5 -1.9
N -1.516 -0.816 -1.193 0.3 -0.8 0.6
N -1.346 -1.322 -2.465 0.1 0.3 -0.6
C -2.504 -1.840 -2.912 0.8 0.6 0.4
C -3.487 -1.672 -1.933 0.9 1.2 1.9
B 0.057 -1.333 -3.119 -0.1 -0.9 -0.4
N 0.718 0.061 -2.961 1.1 1.1 -3.4
N 0.761 0.727 -1.773 1.3 2.8 0.9
C 1.366 1.916 -2.030 -1.3 -1.8 2.3
C 1.746 1.975 -3.381 0.8 1.5 -0.6
C 1.327 0.775 -3.935 -1.9 -3.4 0.6
V 0.019 -0.806 -0.026 -2.6 -0.8 2.0
N 0.975 -2.339 -2.390 -0.7 0.1 -0.3
N 1.225 -2.285 -1.023 -0.6 0.8 0.3
C 2.080 -3.328 -0.783 -0.1 -0.7 -0.1
C 2.276 -4.067 -1.946 0.3 -0.1 0.8
C 1.574 -3.406 -2.937 -0.4 0.6 0.5
H 2.517 -3.540 0.191 -0.3 0.2 -0.1
H 1.445 -3.640 -3.985 0.1 0.1 0.0
H 2.829 -4.992 -2.066 0.1 0.3 0.1
H -0.025 -1.619 -4.286 0.1 0.1 0.4
H 1.404 0.374 -4.936 0.0 0.1 -0.1
H -2.552 -2.275 -3.903 0.0 0.0 0.1
H 2.261 2.773 -3.903 0.0 0.1 0.1
H -4.523 -1.958 -1.949 -0.1 -0.1 -0.2
H 1.551 2.693 -1.297 -0.2 -0.3 0.1
H -3.182 -0.764 0.108 -0.1 0.2 0.2
H 1.755 -0.460 0.421 0.9 1.0 0.6
C 1.614 0.509 1.032 -0.3 -0.3 -0.7
H 2.302 1.219 0.594 0.3 0.0 -0.1
H 0.586 0.986 0.964 0.7 -0.3 0.1
H 1.848 0.276 2.062 0.0 0.1 0.0
C -2.633 1.525 1.757 0.3 0.1 0.0
C -3.102 0.418 2.715 -0.5 0.6 -0.2
C -3.408 1.047 4.080 0.3 0.1 0.6
C -4.485 -0.098 2.263 -0.2 -0.6 -0.4
P -1.655 -0.865 2.933 -1.5 -0.1 2.4
N -0.818 -0.953 1.488 2.6 -0.4 -5.3
C -0.273 -0.298 4.153 0.7 0.5 0.5
C -0.755 -0.396 5.606 -0.5 -0.2 0.2
C 0.990 -1.177 4.042 0.0 -0.5 0.0
C 0.115 1.177 3.946 -0.1 0.4 -0.3
C -2.353 -2.607 3.399 0.0 -1.1 0.0
C -3.143 -3.207 2.224 -0.3 0.3 -0.4
C -1.229 -3.601 3.741 0.4 0.0 0.2
C -3.285 -2.511 4.622 -0.1 0.7 0.3
H -3.421 2.293 1.665 0.3 -0.4 0.1
H -2.413 1.157 0.746 -0.1 0.1 0.1
H -1.736 2.020 2.147 -0.1 0.0 -0.1
H -4.237 1.763 3.947 0.3 -0.3 0.0
H -3.736 0.294 4.808 0.1 0.3 -0.1
H -2.558 1.606 4.476 -0.3 -0.1 0.1
H -4.514 -0.583 1.283 0.0 0.0 0.2
H -4.957 -0.769 2.988 0.2 0.1 -0.2
H -5.167 0.765 2.179 0.5 -0.1 0.1
H -0.910 -1.433 5.919 0.1 0.2 0.0
H 0.034 0.030 6.249 -0.2 -0.2 -0.3
H -1.671 0.183 5.774 0.3 -0.2 0.1
H 1.313 -1.373 3.017 0.0 -0.1 0.1
H 1.823 -0.690 4.576 -0.4 0.0 -0.2
H 0.840 -2.143 4.535 0.1 0.2 -0.2
H 0.456 1.416 2.939 -0.2 0.1 0.2
H -0.692 1.867 4.203 0.2 -0.1 -0.1
H 0.951 1.419 4.620 -0.3 -0.2 -0.1
H -2.512 -3.348 1.340 0.0 -0.1 0.0
H -3.529 -4.201 2.519 0.3 0.5 0.0
H -4.019 -2.609 1.945 0.2 -0.2 0.1
H -0.717 -3.362 4.682 -0.2 0.0 -0.3
H -0.492 -3.686 2.932 -0.1 0.0 0.2
H -1.672 -4.603 3.891 0.1 0.5 -0.2
H -2.770 -2.116 5.505 -0.2 -0.2 -0.2
H -4.178 -1.902 4.436 0.2 -0.2 0.1
H -3.637 -3.525 4.880 0.3 0.3 -0.3
```
Forces are in eV/Å.

F_max = 0.114 hartree/bohr
Frontier orbital gap (spin up / spin down) = 0.2205 / 0.1820 Ha
Net charge = +4
Calculated total energy = -69518.415 eV
Spin multiplicity = 2

***

Record 3
A structure of composition C22H41BrMnNP3Se at a distorted geometry. Source: the Open Molecules 2025 dataset; level of theory: ωB97M-V with the def2-TZVPD basis set.

XYZ file:
```
70
Properties=species:S:1:pos:R:3:forces:R:3
Mn -0.188 -0.629 -0.177 -1.7 -0.6 -1.3
P -1.736 -0.775 1.871 0.9 -0.1 -0.3
P -2.206 -1.078 -1.794 -0.6 0.4 -1.1
P -1.176 2.804 -0.289 0.7 -0.6 -0.6
H 6.185 0.494 2.256 0.0 -0.2 0.2
C 5.655 1.158 2.931 -1.6 -0.5 0.5
C 4.395 0.857 3.371 1.2 0.3 0.1
H 3.896 -0.140 3.227 0.7 1.1 -0.2
C -1.628 -2.309 2.877 -0.1 0.4 0.0
C -3.522 -0.508 1.673 0.0 -0.1 0.0
C -1.172 0.505 3.051 -0.1 0.0 0.4
C -1.802 -0.988 -3.608 0.5 -0.2 0.4
C -3.071 -2.696 -1.686 0.0 0.0 0.1
C -3.580 0.159 -1.798 0.0 -0.1 0.4
C 0.223 3.466 0.618 0.1 0.2 0.3
C -2.719 3.061 0.538 -0.9 0.5 0.5
C -1.200 3.624 -1.895 -0.1 -0.2 -0.2
H 6.234 2.049 3.208 -0.7 -0.2 0.0
H 3.839 1.564 4.010 0.5 -0.4 -0.2
H -0.585 -2.529 3.125 -0.2 0.0 0.0
H -2.069 -3.168 2.369 0.0 0.1 0.0
H -2.200 -2.119 3.794 0.2 -0.1 -0.1
H -3.950 -1.173 0.915 0.1 0.1 0.2
H -3.727 0.531 1.407 0.0 -0.1 0.0
H -4.000 -0.734 2.624 -0.1 0.1 0.1
H -0.131 0.276 3.338 -0.4 0.1 -0.1
H -1.799 0.496 3.967 0.3 0.1 -0.5
H -1.193 1.507 2.593 0.0 -0.4 0.3
H -2.630 -1.337 -4.255 0.3 0.2 0.5
H -0.911 -1.606 -3.778 -0.2 0.1 -0.2
H -1.529 0.045 -3.872 -0.2 -0.3 0.0
H -3.711 -2.879 -2.567 0.3 0.3 0.4
H -3.688 -2.737 -0.782 0.1 -0.1 -0.1
H -2.329 -3.498 -1.626 -0.2 0.1 -0.2
H -4.318 -0.031 -2.595 0.4 0.0 0.2
H -3.161 1.166 -1.936 -0.1 -0.2 -0.1
H -4.103 0.140 -0.840 0.0 0.1 -0.1
H 0.201 4.564 0.576 0.0 -0.2 0.1
H 1.170 3.114 0.181 -0.4 0.1 0.0
H 0.180 3.146 1.666 0.0 0.1 -0.2
H -2.891 4.149 0.610 0.1 -0.3 0.0
H -2.733 2.672 1.564 0.1 0.0 -0.3
H -3.576 2.652 -0.021 0.4 0.0 0.1
H -1.354 4.693 -1.720 0.0 0.0 0.1
H -2.014 3.271 -2.543 0.2 0.0 0.2
H -0.243 3.476 -2.407 -0.3 0.0 0.2
C 2.288 1.296 -1.708 -0.4 -0.3 -0.2
C 2.672 0.939 -0.400 -1.1 0.3 -2.3
C 3.890 1.406 0.089 2.2 0.8 0.5
C 4.732 2.212 -0.683 -0.5 -0.3 -0.1
C 4.362 2.498 -2.008 2.4 0.6 1.5
C 3.167 2.027 -2.548 -1.9 -1.2 0.3
Se 0.604 0.717 -2.353 0.4 -1.0 0.6
H -0.833 1.370 -0.442 -0.9 1.6 0.1
H 2.068 0.241 0.187 0.2 0.3 0.0
H 4.164 1.079 1.086 0.3 0.2 -0.1
H 5.690 2.563 -0.315 -0.2 -0.1 0.1
H 5.085 3.070 -2.595 -0.4 -0.1 -0.1
H 2.946 2.178 -3.606 -0.1 0.0 0.3
Br -1.407 -6.270 -0.081 0.7 0.9 0.1
C -0.013 -4.925 -0.116 -1.8 -0.7 0.2
C 1.276 -5.332 -0.374 0.4 1.0 -0.2
C 2.229 -4.313 -0.431 0.3 0.6 -0.2
C 1.852 -2.964 -0.320 -0.6 -0.3 -0.4
N 0.562 -2.600 -0.116 0.2 -0.9 0.5
C -0.361 -3.590 0.052 0.9 0.3 -0.3
H 1.483 -6.373 -0.589 0.2 0.1 0.2
H 3.269 -4.539 -0.644 -0.1 0.0 0.1
H 2.527 -2.112 -0.509 -0.1 -0.8 0.2
H -1.384 -3.279 0.253 0.3 -0.2 0.0
```
Forces are in eV/Å.

F_max = 0.057 hartree/bohr
Frontier orbital gap (spin up / spin down) = 0.2511 / 0.1293 Ha
Net charge = +3
Calculated total energy = -219515.929 eV
Spin multiplicity = 5

***

Record 4
A structure of composition C22H41BrN6OP2RuSi at a distorted geometry. Source: the Open Molecules 2025 dataset; level of theory: ωB97M-V with the def2-TZVPD basis set.

XYZ file:
```
75
Properties=species:S:1:pos:R:3:forces:R:3
Ru 0.013 0.280 0.265 -0.3 0.7 -0.9
O -3.529 -4.207 -2.586 0.0 0.0 0.0
C -2.933 -3.178 -1.972 0.0 0.0 0.0
C -3.624 -2.024 -1.570 -0.1 -0.1 0.0
C -2.939 -1.021 -0.936 0.0 0.0 0.2
N -1.617 -1.103 -0.687 0.9 0.4 0.6
C -1.002 -2.193 -1.079 -0.2 -0.3 -0.2
Br 1.302 -1.903 0.045 0.1 -0.1 -0.1
C -1.569 -3.261 -1.721 0.0 -0.1 0.0
H -4.480 -4.069 -2.664 0.0 0.0 0.0
H -4.688 -1.924 -1.745 0.0 0.0 0.0
H -3.443 -0.125 -0.607 0.0 -0.1 0.1
H -1.003 -4.138 -2.006 0.0 0.0 0.0
C 0.615 3.119 2.627 0.2 -0.4 0.2
P -0.592 2.299 1.547 -0.4 -0.4 -0.3
C -2.074 2.461 2.600 0.0 -0.1 0.0
C -0.914 3.625 0.346 0.2 0.3 0.1
C -1.882 3.117 -0.684 -0.3 -0.1 -0.1
P -1.117 1.712 -1.569 0.7 0.6 0.8
C -0.025 2.608 -2.711 0.0 -0.1 -0.1
C -2.491 1.296 -2.692 0.1 -0.6 0.0
H 0.130 3.976 3.093 0.0 0.0 0.0
H 1.479 3.449 2.062 0.0 0.1 0.0
H 0.957 2.428 3.395 0.0 0.1 0.1
H -2.143 3.491 2.949 0.0 0.0 0.0
H -1.995 1.797 3.460 0.0 0.0 0.0
H -2.978 2.214 2.049 0.0 0.0 0.0
H 0.037 3.892 -0.121 0.0 0.1 0.0
H -1.293 4.509 0.864 0.0 0.0 0.0
H -2.161 3.894 -1.398 0.0 -0.1 -0.1
H -2.798 2.754 -0.207 0.0 0.1 0.0
H -0.596 3.410 -3.181 -0.1 0.0 0.0
H 0.347 1.924 -3.473 0.1 0.1 0.0
H 0.835 3.012 -2.185 0.0 0.0 0.0
H -2.644 2.138 -3.365 0.1 0.1 0.0
H -3.406 1.105 -2.142 0.0 0.1 -0.1
H -2.251 0.408 -3.279 0.0 0.0 -0.1
N 4.951 -0.115 0.287 -0.2 -0.3 0.1
C 4.931 -0.352 1.597 0.0 0.2 -0.2
N 6.056 -0.755 2.198 0.0 0.0 0.1
N 3.872 -0.174 2.377 -0.1 -0.1 0.3
C 2.715 0.200 1.967 0.3 0.1 0.0
N 1.639 0.583 1.743 -0.5 -0.3 -1.1
H 5.730 -0.413 -0.275 0.0 0.1 0.0
H 4.091 0.099 -0.216 0.1 0.1 -0.1
H 6.910 -0.894 1.691 0.0 0.0 0.0
H 6.045 -0.900 3.192 0.0 0.0 0.0
C 2.873 2.806 -0.087 -0.2 -0.1 -0.2
C 2.739 1.709 -1.099 -0.2 -0.1 0.3
C 3.653 1.428 -2.086 0.1 0.0 -0.4
C 3.062 0.457 -2.935 0.4 0.2 0.0
C 1.824 0.181 -2.420 -0.2 0.0 0.2
C 0.816 -0.727 -3.055 0.3 0.1 0.0
N 1.611 0.928 -1.276 0.0 -0.4 0.3
H 3.910 3.133 -0.027 0.0 0.0 0.0
H 2.547 2.485 0.893 0.1 0.0 0.1
H 2.272 3.680 -0.371 0.1 0.0 0.0
H 4.615 1.911 -2.195 -0.1 0.0 -0.1
H 3.479 0.012 -3.828 0.0 0.1 0.0
H 0.783 -0.552 -4.133 0.0 0.0 0.0
H -0.177 -0.568 -2.642 0.0 0.0 -0.1
H 1.072 -1.777 -2.906 -0.1 0.0 0.1
C -2.898 -0.736 2.261 0.0 0.0 0.1
Si -1.056 -1.108 2.087 -0.1 0.5 0.3
C -0.215 -0.677 3.707 -0.1 0.0 0.1
C -1.078 -2.977 2.032 0.2 -0.2 -0.3
H -3.240 -1.325 3.119 0.0 0.0 0.0
H -3.469 -1.067 1.396 0.0 -0.1 0.1
H -3.148 0.300 2.460 -0.1 -0.1 0.0
H -0.858 -1.013 4.528 0.1 0.0 0.0
H -0.020 0.388 3.831 0.0 0.0 0.1
H 0.739 -1.202 3.787 0.0 0.0 0.0
H -1.661 -3.309 2.898 0.0 0.1 0.0
H -0.082 -3.411 2.100 0.0 0.0 0.0
H -1.550 -3.375 1.133 0.0 0.0 0.1
```
Forces are in eV/Å.

F_max = 0.024 hartree/bohr
Frontier orbital gap (spin up / spin down) = 0.2165 / 0.2168 Ha
Net charge = +1
Calculated total energy = -133541.815 eV
Spin multiplicity = 2